Record 1
C23H38N7NbSSi2 | the ωB97M-V functional and the def2-TZVPD basis

Summary:
Lowest unoccupied orbital energy (spin up / spin down): -7.85 / -7.85 eV

```
! RIJCOSX wB97M-V def2-TZVPD def2/J DEFGRID3
* xyz 2 1
Nb 10.347 -13.429 -5.731
S 8.164 -13.026 -4.251
Si 9.529 -11.006 -6.469
Si 12.200 -11.563 -7.232
N 8.066 -11.708 -1.901
N 10.127 -12.103 -2.830
N 8.439 -14.506 -6.907
N 10.004 -15.679 -4.946
N 12.856 -14.120 -5.293
N 10.777 -12.756 -3.856
N 10.998 -14.879 -7.420
C 11.034 -16.377 -7.091
C 11.447 -10.293 -8.394
C 13.097 -13.330 -4.133
C 8.571 -16.123 -5.062
C 10.254 -9.892 -7.885
C 12.094 -12.541 -3.630
C 10.176 -8.038 -9.367
C 11.343 -8.519 -9.913
C 7.741 -10.787 -6.790
C 13.965 -14.838 -5.640
C 14.215 -13.477 -3.283
C 13.129 -12.755 -8.370
C 15.165 -14.842 -4.973
C 13.452 -10.351 -6.235
C 8.712 -14.593 -8.405
C 15.267 -14.275 -3.704
C 9.621 -8.715 -8.297
C 8.030 -15.858 -6.430
C 10.898 -16.623 -5.627
C 9.798 -9.882 -4.932
C 11.976 -9.675 -9.541
C 8.841 -12.306 -2.826
C 10.170 -14.405 -8.630
H 12.954 -10.007 -9.886
H 8.023 -13.912 -8.885
H 11.865 -7.856 -10.637
H 8.390 -15.586 -8.703
H 10.276 -16.968 -7.682
H 8.430 -16.576 -7.133
H 13.682 -9.586 -7.001
H 8.766 -8.295 -7.720
H 7.420 -10.796 -7.873
H 9.743 -7.051 -9.695
H 10.452 -15.002 -9.522
H 13.152 -9.868 -5.308
H 7.982 -15.540 -4.386
H 13.685 -12.064 -9.010
H 10.850 -9.999 -4.562
H 9.048 -10.035 -4.160
H 13.840 -13.383 -7.789
H 14.258 -12.902 -2.360
H 12.022 -16.807 -7.387
H 9.749 -8.858 -5.394
H 8.596 -11.324 -1.112
H 7.173 -11.518 -6.267
H 7.086 -11.928 -1.823
H 10.269 -15.702 -3.941
H 12.274 -11.790 -2.868
H 7.454 -9.786 -6.394
H 15.995 -15.399 -5.404
H 7.723 -13.791 -6.720
H 6.898 -15.936 -6.446
H 8.564 -17.169 -4.791
H 11.883 -16.496 -5.139
H 13.868 -15.425 -6.579
H 10.654 -17.706 -5.516
H 10.485 -13.364 -8.867
H 16.220 -14.307 -3.162
H 14.341 -11.032 -6.120
H 12.435 -13.311 -8.989
H 11.946 -14.525 -7.625
*
```

---

Record 2
C23H38O | the ωB97M-V functional and the def2-TZVPD basis

Summary:
Lowest unoccupied orbital energy: 0.74 eV
SMILES: CC(=O)CC/C=C(/C)CC/C=C(/C)CC/C=C(\C)CCC=C(C)C
Energy relative to the best compared isomer or geometry (same formula, charge and spin): 4.7 kcal/mol

```
! RIJCOSX wB97M-V def2-TZVPD def2/J DEFGRID3
* xyz 0 1
O -6.516 -1.862 1.216
C -2.853 2.456 -1.347
C -5.169 -2.458 -0.660
C -4.641 0.613 0.412
C -5.481 -1.717 0.615
C 7.224 -1.474 -0.932
C -4.405 -0.758 1.070
C -1.920 3.374 0.813
C 3.277 -1.769 0.992
C 2.209 0.415 0.366
C 3.086 -0.287 1.077
C -3.628 1.605 0.888
C -1.200 -0.643 -1.031
C 4.006 0.416 2.043
C 1.228 -0.092 -0.643
C -1.398 -2.129 -1.100
C 6.285 -0.387 -0.500
C -1.676 1.666 -1.951
C -0.179 -0.191 -0.023
C 5.553 0.303 -1.619
C -2.860 2.403 0.156
C 5.240 1.001 1.328
C -1.849 0.182 -1.845
C 6.133 -0.067 0.780
H 2.152 1.484 0.540
H -0.458 0.778 0.391
H -0.140 -0.904 0.802
H -0.454 -2.615 -1.348
H 5.807 1.592 2.053
H 7.751 -1.904 -0.083
H -1.832 3.180 1.878
H -1.606 1.922 -3.012
H -0.929 3.321 0.364
H -3.417 -1.120 0.788
H 4.330 -1.995 0.830
H 3.473 1.235 2.531
H 2.978 -2.230 1.934
H -4.462 -0.646 2.154
H -6.071 -2.904 -1.073
H -1.720 -2.524 -0.136
H 6.674 -2.267 -1.439
H 1.522 -1.070 -1.025
H -4.459 -3.251 -0.432
H 5.976 1.291 -1.798
H -2.756 3.501 -1.655
H -4.709 -1.792 -1.385
H 7.958 -1.079 -1.634
H -5.642 0.961 0.689
H -2.574 -0.232 -2.537
H -3.549 1.662 1.967
H 4.905 1.669 0.535
H -4.605 0.504 -0.671
H -2.286 4.392 0.678
H -2.131 -2.400 -1.855
H 1.194 0.595 -1.492
H 4.499 0.421 -1.381
H -0.750 1.981 -1.473
H 4.339 -0.282 2.813
H 2.695 -2.218 0.194
H 5.638 -0.272 -2.537
H -3.789 2.077 -1.759
H 6.689 -0.618 1.529
*
```

---

Record 3
C23H39Cl2N5O3PTb | the ωB97M-V functional and the def2-TZVPD basis

Summary:
Lowest unoccupied orbital energy (spin up / spin down): -0.01 / 0.13 eV
Expectation value of S²: 12.605

```
! RIJCOSX wB97M-V def2-TZVPD def2/J DEFGRID3
* xyz 0 7
Tb 0.028 0.256 -0.804
Cl 1.949 1.118 -2.243
Cl 0.856 -2.054 -0.011
P 2.931 0.628 0.719
O -0.640 0.239 1.523
O -0.625 2.383 -0.497
O -2.990 -0.266 -0.177
N 5.432 -0.557 0.383
N -1.903 -1.332 2.641
N 4.615 -0.389 2.695
N -1.640 4.333 0.086
N 5.421 1.622 1.529
C -2.737 -3.029 -0.857
C -4.941 -3.714 -2.426
C -1.594 -0.167 -2.442
C 4.137 -0.435 -0.285
C -1.685 1.192 -3.103
C 3.199 -0.223 2.372
C 5.309 0.909 2.820
C -1.547 3.013 0.109
C -0.855 -1.193 -2.945
C -2.983 -0.575 -1.465
C 4.111 2.055 1.035
C -2.773 5.016 0.698
C -4.493 -2.393 -2.386
C 6.107 0.747 0.549
C -0.104 -1.148 -4.248
C -1.718 -0.179 1.987
C -3.219 -1.964 2.698
C -0.811 -2.015 3.325
C 5.316 -1.226 1.694
C -4.320 -4.683 -1.629
C -0.641 5.171 -0.570
C -3.394 -2.053 -1.608
C -3.204 -4.350 -0.851
H -1.156 5.885 -1.218
H -0.650 -1.599 -5.097
H 4.223 2.612 0.096
H -2.325 2.478 0.673
H 7.130 0.555 0.914
H 2.685 -1.193 2.324
H -3.157 -3.008 2.365
H -3.442 4.261 1.129
H 3.620 2.705 1.772
H -2.657 0.403 1.883
H -2.425 1.810 -2.592
H -3.316 5.603 -0.054
H 4.755 -2.161 1.564
H -2.435 5.700 1.488
H -1.837 -2.760 -0.286
H 4.227 0.047 -1.266
H -2.715 -5.084 -0.205
H 0.846 -1.697 -4.179
H -5.809 -3.971 -3.041
H -0.082 5.741 0.180
H 6.130 1.259 -0.421
H 0.043 4.551 -1.149
H -4.976 -1.602 -2.982
H 6.328 0.713 3.191
H 0.040 -1.338 3.432
H 2.702 0.405 3.126
H -4.694 -5.713 -1.615
H 3.650 -1.410 -0.421
H 0.142 -0.118 -4.536
H -3.738 0.014 -2.027
H -1.158 -2.342 4.313
H 4.750 1.538 3.525
H -1.999 1.142 -4.154
H -0.723 1.730 -3.134
H 6.332 -1.427 2.067
H -3.894 -1.412 2.040
H -3.606 -1.961 3.728
H -0.906 -2.195 -2.510
H -0.501 -2.904 2.761
*
```

---

Record 4
C23H39IrN4O2S2Si4 | the ωB97M-V functional and the def2-TZVPD basis

Summary:
Lowest unoccupied orbital energy (spin up / spin down): -3.84 / -3.86 eV
Expectation value of S²: 0.761
Energy relative to the best compared isomer or geometry (same formula, charge and spin): 0.0 kcal/mol

```
! RIJCOSX wB97M-V def2-TZVPD def2/J DEFGRID3
* xyz 1 2
Ir -0.922 -0.016 -0.672
S -2.724 4.666 -0.842
S -1.141 2.294 -1.866
Si 1.882 2.893 0.762
Si 0.370 0.079 3.260
Si 2.804 -1.885 -1.243
Si 0.597 0.801 0.892
O 1.157 -1.457 -1.587
O 1.699 -2.517 -3.447
N -3.050 2.264 0.041
N -1.439 -1.185 -2.476
N -2.818 0.982 0.190
N -2.245 -1.649 0.393
C -4.286 -2.065 1.597
C 0.845 -1.961 -2.782
C 3.937 -0.927 -2.429
C -2.352 2.961 -0.798
C 0.739 4.279 1.424
C 0.175 -1.819 3.276
C 3.510 2.805 1.760
C -1.550 5.300 -2.073
C -2.906 -3.885 0.886
C -4.050 -3.413 1.548
C 2.918 -3.777 -1.088
C -3.120 -1.724 -4.079
C -0.889 -2.469 -4.430
C -3.383 -1.170 0.977
C 1.862 0.605 4.331
C 2.350 3.162 -1.072
C -2.193 -2.412 -4.863
C -3.635 0.211 0.897
C -2.037 -2.958 0.347
C 3.124 -1.234 0.520
C -0.541 -1.847 -3.227
C -2.695 -1.135 -2.903
C -1.237 0.908 3.856
H -0.535 5.189 -1.704
H 3.947 -4.090 -0.957
H -4.738 -4.107 2.006
H -5.165 -1.661 2.073
H -4.150 -1.644 -4.381
H 1.184 5.257 1.255
H 2.536 -4.284 -1.968
H 2.812 0.348 3.871
H 1.569 2.828 -1.748
H 1.826 0.101 5.294
H -2.026 0.805 3.118
H -1.123 -3.272 -0.142
H 4.016 3.765 1.727
H -0.232 4.274 0.937
H 4.119 -1.568 0.797
H -0.106 -2.973 -4.976
H -1.790 6.349 -2.204
H 1.852 1.673 4.527
H 2.360 -4.131 -0.224
H -0.155 -2.162 4.253
H -2.496 -2.884 -5.783
H 3.114 -0.153 0.594
H -0.562 -2.138 2.547
H 2.434 -1.634 1.253
H 4.809 -1.517 -2.690
H -2.708 -4.941 0.807
H 3.435 -0.675 -3.358
H 0.568 4.184 2.492
H -1.587 0.449 4.776
H 3.353 2.559 2.802
H 4.192 2.072 1.342
H 3.258 2.624 -1.325
H 2.531 4.214 -1.278
H 4.286 -0.007 -1.969
H -3.395 -0.597 -2.279
H 1.105 -2.332 3.055
H -1.674 4.774 -3.013
H -1.098 1.966 4.052
H -4.526 0.640 1.337
*
```

---

Record 5
C23H39NO11S | the ωB97M-V functional and the def2-TZVPD basis

Summary:
Lowest unoccupied orbital energy: 0.08 eV
SMILES: CCCCN[C@@H]1C[C@H](CCCS(=O)(=O)O)C(=O)O1.O=C1CCCO1.O=C1CCCO1.O=C1CCCO1

```
! RIJCOSX wB97M-V def2-TZVPD def2/J DEFGRID3
* xyz 0 1
S 2.501 -0.191 -6.496
O 0.029 -5.919 -0.808
O 3.117 3.505 5.400
O 2.149 4.632 3.661
O -2.849 -2.900 -2.374
O 1.064 0.372 -7.254
O 2.072 -6.697 -0.136
O -2.995 1.345 4.058
O -2.764 0.383 1.996
O 3.322 -1.117 -7.468
O 3.368 1.050 -6.057
O -2.681 -0.375 -2.169
N -2.064 1.819 -1.071
C 0.536 -2.172 -3.100
C -2.131 -1.768 -2.207
C 5.252 3.215 4.506
C 1.126 -6.727 -0.905
C -5.259 1.899 3.953
C -0.515 -1.539 -2.009
C -3.468 0.847 2.878
C 0.918 2.496 1.665
C 0.589 -1.330 -4.532
C -1.124 3.752 0.282
C -0.127 -7.021 -2.858
C -4.965 0.913 2.851
C 2.178 -1.229 -4.947
C 4.456 3.195 5.785
C 3.136 4.164 4.205
C 0.070 3.873 1.398
C 4.540 4.265 3.691
C -2.021 2.383 0.361
C -4.098 1.699 4.892
C -0.922 -6.300 -1.801
C 0.972 -7.673 -2.057
C -1.916 0.314 -1.079
C -0.326 0.003 -1.482
H 0.852 4.663 0.962
H -1.876 4.653 0.496
H -3.148 2.653 0.638
H -0.060 -1.971 -5.296
H 0.229 1.812 2.359
H 1.391 1.109 -7.871
H 1.116 1.863 0.696
H -6.230 1.745 4.431
H -0.725 -7.729 -3.438
H 0.671 -8.653 -1.676
H -0.344 4.383 2.391
H -0.252 -2.164 -1.028
H -1.416 -5.409 -2.199
H 4.586 4.042 2.622
H -5.238 2.918 3.549
H -2.952 2.126 -1.544
H 1.897 -7.749 -2.632
H 4.924 5.268 3.895
H 0.309 -6.295 -3.555
H 1.639 -2.129 -2.651
H 4.483 2.213 6.267
H -0.733 3.900 -0.812
H -3.861 2.611 5.448
H -4.273 0.885 5.603
H 0.088 -0.263 -4.428
H -5.326 1.273 1.885
H 5.171 2.243 4.004
H -5.371 -0.078 3.073
H -1.673 1.600 1.157
H 2.570 -2.332 -5.140
H 0.143 0.734 -2.280
H -1.675 -6.945 -1.335
H -2.310 -0.198 -0.095
H 2.752 -0.717 -4.035
H 0.174 -0.019 -0.424
H 4.798 3.950 6.500
H 6.313 3.427 4.663
H 1.883 2.722 2.301
H 0.307 -3.312 -3.273
*
```

---

Record 6
C23H39O2SiY | the ωB97M-V functional and the def2-TZVPD basis

Summary:
Lowest unoccupied orbital energy: 0.01 eV
Energy relative to the best compared isomer or geometry (same formula, charge and spin): 60.9 kcal/mol

```
! RIJCOSX wB97M-V def2-TZVPD def2/J DEFGRID3
* xyz 0 1
Y -0.029 -0.348 0.068
Si 1.445 -2.624 2.982
O -0.432 -1.165 -1.997
O -0.982 2.365 -1.470
C 1.839 0.644 2.199
C -2.764 2.598 -2.877
C -0.542 -0.533 -3.457
C 2.503 0.835 0.957
C 1.581 -4.506 3.244
C 0.753 2.331 1.089
C 3.093 -1.934 3.675
C -1.696 -0.408 2.116
C 0.737 1.525 2.267
C 0.270 -1.416 -4.406
C -2.109 0.774 1.466
C -1.853 3.450 -1.919
C 1.108 -2.211 1.175
C 0.175 -2.020 4.290
C 1.116 -2.336 -3.515
C 0.114 2.711 -2.367
C -1.932 -1.514 1.236
C 0.825 -2.019 -2.048
C -2.675 0.413 0.205
C -0.486 4.117 -2.556
C 1.885 1.938 0.309
C -2.514 -0.998 0.039
C -2.424 4.106 -0.640
H 2.172 -2.175 -3.680
H 0.917 -0.750 -4.973
H -1.298 -0.470 3.128
H -2.057 1.788 1.863
H 1.106 2.681 -1.900
H -0.334 4.497 -3.535
H -1.731 -2.566 1.451
H -1.573 -0.279 -3.766
H -2.831 -1.563 -0.838
H 0.070 1.630 3.122
H 0.643 -4.992 2.960
H -3.279 1.057 -0.433
H 2.387 -4.870 2.595
H 0.249 -2.651 5.191
H -2.908 3.348 -0.015
H 0.062 0.365 -3.344
H 2.300 2.454 -0.550
H 1.805 -4.733 4.289
H -0.869 -2.097 3.964
H 3.362 0.283 0.575
H -3.130 4.943 -0.745
H 2.941 -1.309 4.566
H 0.991 -3.391 -3.720
H -2.180 1.892 -3.466
H 0.166 1.999 -3.244
H 0.350 -0.980 4.616
H 2.157 -0.034 2.981
H 0.010 4.961 -1.981
H -3.289 3.176 -3.655
H -0.354 -1.914 -5.175
H -1.649 4.487 0.024
H 1.534 -1.336 -1.524
H 0.527 -3.029 0.689
H 3.606 -1.343 2.912
H 0.104 3.171 0.867
H -3.429 1.863 -2.394
H 0.644 -2.935 -1.453
H 2.049 -2.187 0.571
H 3.749 -2.762 3.958
*
```

---

Record 7
C23H40BIN2O6PSn | the ωB97M-V functional and the def2-TZVPD basis

Summary:
Lowest unoccupied orbital energy: -6.94 eV

```
! RIJCOSX wB97M-V def2-TZVPD def2/J DEFGRID3
* xyz 1 1
I 0.635 4.677 -2.958
Sn -1.849 -4.314 0.005
P -1.985 1.645 0.401
O -4.085 -2.044 0.013
O 3.222 4.346 2.409
O 2.144 7.547 2.905
O -0.560 0.986 -1.808
O 0.641 0.309 0.191
O 2.468 3.024 0.519
N -2.233 1.386 1.981
N -4.065 -1.910 2.518
C 2.020 -1.108 -2.671
C 3.016 -3.524 -3.050
C 1.957 5.092 2.207
C -0.535 1.875 -4.897
C 3.626 3.720 1.110
C -1.216 -1.158 -0.433
C 2.717 1.587 0.329
C 2.702 -0.286 -1.432
C -5.555 -3.563 4.075
C 0.711 1.736 -1.680
C 1.707 0.837 -0.725
C 1.840 6.186 3.456
C 1.035 1.911 -4.427
C 1.753 -2.702 -2.401
C 3.443 -1.253 -0.300
C -4.023 -6.177 2.889
C 1.314 2.563 -2.954
C -3.371 -1.887 1.141
C -5.226 -6.442 4.013
C -1.741 -1.705 1.029
C -4.353 -3.350 2.946
C -5.981 -5.071 4.583
C -3.573 -4.678 2.370
B -0.732 0.435 -0.417
H 2.655 1.032 1.365
H -1.009 0.895 -4.408
H 1.596 2.612 -5.214
H 1.585 7.664 2.076
H 0.778 6.165 3.950
H -1.191 2.768 -4.521
H -3.272 1.204 2.056
H -3.212 1.588 -0.390
H -2.702 -4.560 1.596
H 0.797 -2.995 -3.050
H -5.031 -1.525 2.294
H 4.326 -0.686 0.270
H -1.453 2.992 0.207
H 3.840 1.498 -0.063
H -1.320 -1.094 1.948
H -5.528 -7.531 4.387
H 2.785 -1.053 -3.586
H 1.479 0.838 -4.596
H 1.491 -2.983 -1.295
H -0.610 1.691 -6.070
H -0.224 -1.777 -0.667
H 4.054 -2.965 -2.875
H 2.630 -1.473 0.513
H 3.888 4.628 0.401
H 0.363 2.628 -0.966
H -3.499 -7.154 2.471
H -1.944 -1.374 -1.324
H -6.129 -2.651 4.538
H -6.835 -5.259 5.373
H 3.074 -4.655 -2.758
H 1.918 5.677 1.174
H 4.562 3.042 1.301
H 2.493 2.622 -2.797
H -1.283 -2.801 1.147
H 2.857 -3.495 -4.232
H 0.997 4.409 2.303
H 3.946 -2.211 -0.762
H 2.653 5.907 4.253
H 1.015 -0.657 -3.079
H 3.593 0.353 -1.907
*
```